ORCA calculation (the ωB97M-V functional and the def2-TZVPD basis) on C23H15Co2N2O6 as an isolated structure in a non-equilibrium geometry.

```
48
Properties=species:S:1:pos:R:3:forces:R:3:nbo_charge:R:1
O -6.7374 0.6406 -1.9730 0.456 0.008 0.336 -0.553
C -5.8918 1.0052 -1.2770 -1.162 0.291 -1.004 0.433
Co -4.6842 1.4632 -0.0890 1.508 0.404 -0.376 -0.005
C -5.6483 1.4603 1.3612 -0.270 0.978 0.793 0.540
O -6.2771 1.4253 2.3351 0.619 -0.205 -1.067 -0.559
C -3.6725 0.0687 0.2582 1.318 -1.720 1.005 0.429
O -3.0517 -0.8588 0.5660 -0.758 0.904 -0.426 -0.552
C -3.6639 3.1845 0.1547 -2.393 1.898 3.022 -0.519
C -2.4720 2.9529 0.8678 -1.201 0.693 2.733 -0.055
C -2.1106 2.9601 2.1740 -0.440 0.344 -0.580 -0.381
C -1.1546 2.0798 2.8080 0.912 0.027 0.309 -0.024
C -1.3256 1.7549 4.1787 0.069 0.077 -0.636 -0.224
C -0.4796 0.8547 4.8054 0.388 -0.231 -0.269 -0.215
C 0.5801 0.2702 4.0910 -0.034 0.176 0.011 -0.264
C 0.7976 0.6272 2.7525 -0.260 0.023 0.120 -0.224
C -0.0648 1.5156 2.1097 -0.079 -0.080 0.463 -0.171
Co -2.3074 2.7350 -0.8991 1.563 -2.942 -3.857 -0.114
C -3.1550 2.4890 -2.4570 -0.790 0.268 -1.684 0.549
O -3.6354 2.3561 -3.4985 0.575 0.097 1.363 -0.532
C -1.3417 1.2398 -1.0042 1.747 -2.214 -0.766 0.538
O -0.7034 0.2930 -1.2049 -1.237 1.727 0.580 -0.544
C -1.1239 4.0020 -1.2875 0.417 1.508 0.043 0.588
O -0.3630 4.8378 -1.5233 -0.828 -1.210 0.228 -0.524
H -4.2555 4.1037 0.2510 0.224 -0.259 -0.234 0.196
H -2.7026 3.5895 2.8564 -0.215 -0.676 -0.176 0.185
H -2.1691 2.2017 4.7083 0.235 -0.132 -0.079 0.203
H -0.6390 0.5930 5.8522 0.039 0.046 -0.239 0.199
H 1.2430 -0.4481 4.5806 -0.202 0.249 -0.145 0.198
H 1.6443 0.2075 2.2040 -0.255 0.068 0.166 0.205
H 0.0909 1.7994 1.0674 0.025 -0.115 0.371 0.199
N 4.0480 -4.8178 0.4311 0.138 -1.183 1.435 -0.818
C 4.0184 -3.9747 -0.6302 -0.656 1.464 -1.481 0.173
C 2.8339 -3.2435 -0.9286 0.789 -0.635 0.536 -0.300
C 2.8167 -2.3803 -2.0185 1.109 0.296 -1.075 0.016
C 3.9889 -2.3047 -2.8507 -0.658 -0.149 0.408 0.078
N 3.6861 -1.4754 -3.9116 0.172 0.346 -0.601 -0.538
C 2.3920 -0.9969 -3.7861 0.043 -0.629 1.197 -0.023
C 1.8418 -1.5033 -2.6146 0.224 0.017 -0.757 -0.332
C 5.1612 -3.0057 -2.5738 -0.210 -0.053 0.297 -0.222
C 5.1790 -3.8239 -1.4455 -0.512 0.115 -0.008 -0.286
H 4.8737 -5.3470 0.6758 -0.323 0.297 -0.231 0.382
H 3.2373 -4.9643 1.0134 0.227 0.158 -0.260 0.390
H 1.9378 -3.3627 -0.3132 0.338 0.012 -0.077 0.211
H 4.3327 -1.2575 -4.6689 -0.558 -0.089 0.538 0.405
H 1.9679 -0.3403 -4.5373 0.102 -0.109 0.242 0.214
H 0.8545 -1.3178 -2.2113 0.150 0.081 -0.257 0.246
H 6.0299 -2.9022 -3.2263 -0.153 -0.111 0.241 0.205
H 6.0744 -4.3858 -1.1723 -0.194 0.164 -0.151 0.198
```
Positions in Å, forces in eV/Å.

Values from the calculation:
Frontier orbital gap in eV: 6.51
2S+1: 1
Net charge: -1
ΔE to the lowest compared entry with this formula, charge and spin in kcal per mole: 0.00